2 unconnected molecules or ions with the total composition C3H10O, computed with ωB97M-V/def2-TZVPD.

Each line ends with the natural charge from an NBO analysis.
Geometry (Å):
C  -1.130  -0.661  -0.570  -0.639
C  -2.555  -0.960  -1.084  -0.616
H  -1.080  -0.477  0.501  0.213
H  -0.600  -1.624  -0.486  0.207
H  -0.638  -0.015  -1.285  0.223
H  -2.677  -1.925  -1.536  0.205
H  -2.798  -0.201  -1.833  0.202
H  -3.383  -0.901  -0.376  0.205
C  1.505  0.476  1.269  -0.268
O  2.307  1.179  0.300  -0.740
H  2.288  2.110  0.450  0.464
H  2.162  -0.274  1.685  0.188
H  0.903  1.241  1.721  0.183
H  0.779  -0.163  0.722  0.174

Computed properties:
- structure (SMILES) = CC.CO
- LUMO energy (eV) = 0.97
- molar mass (g mol⁻¹) = 62.112
- relative energy (zero: lowest compared OMol25 entry of this formula, charge and spin) (kcal per mole) = 33.1
- largest force on an atom (eV/Å) = 2.9
- total charge = 0
- calculated total energy (eV) = -5319.1789
- gap between HOMO and LUMO (hartree) = 0.40633